Entry 1:
Formula: C2H5O2P
Source: OMol25
Level of theory: ωB97M-V with the def2-TZVPD basis set

```
! RIJCOSX wB97M-V def2-TZVPD def2/J DEFGRID3
* xyz 0 1
C -2.206 1.605 0.818
C 0.747 -0.701 -0.473
O -2.712 2.652 1.041
O -0.384 -0.081 -0.035
P -0.429 1.587 0.158
H 0.680 -1.795 -0.153
H 1.673 -0.347 -0.018
H 0.983 -0.602 -1.662
H 0.181 1.507 1.496
H -2.899 0.699 0.833
*
```

Summary:
* max |F|: 3.76 eV Å⁻¹
* DFT total energy: -570.976656 Eh
* structure (SMILES): COPC=O
* frontier orbital gap: 10.0314 eV
* ΔE to the lowest compared entry with this formula, charge and spin: 36.64 kcal per mole
* E_HOMO: -9.42 eV

Here are the natural (NBO) charges for atoms 1 to 4, given in e: C 0.16; C -0.25; O -0.51; O -0.80

Entry 2:
Formula: C5H11NO
Source: OMol25
Level of theory: ωB97M-V with the def2-TZVPD basis set

```
! RIJCOSX wB97M-V def2-TZVPD def2/J DEFGRID3
* xyz 0 1
C -1.135 -1.234 -0.753
C -0.702 0.184 -0.379
C -1.454 0.711 0.846
N 0.747 0.270 -0.189
C 1.363 -0.394 0.938
C 1.491 1.025 -1.042
O 1.066 1.639 -2.002
H -0.950 -1.942 0.064
H -2.209 -1.252 -0.969
H -0.600 -1.581 -1.643
H -0.905 0.841 -1.228
H -1.161 1.742 1.071
H -2.533 0.694 0.659
H -1.265 0.096 1.734
H 1.055 -1.444 0.983
H 2.451 -0.364 0.825
H 1.111 0.087 1.891
H 2.565 1.029 -0.770
*
```

Summary:
* max |F|: 0.28 eV Å⁻¹
* DFT total energy: -327.115216 Eh
* structure (SMILES): CC(C)N(C)C=O
* frontier orbital gap: 10.1673 eV
* ΔE to the lowest compared entry with this formula, charge and spin: 10.12 kcal per mole
* E_HOMO: -9.31 eV

Here are the natural (NBO) charges for atoms 1 to 4, given in e: C -0.62; C -0.06; C -0.62; N -0.44